ORCA calculation (ωB97M-V/def2-TZVPD) on a molecular structure, C20H23Br2O2PSiTl.

```
50
C20H23Br2O2PSiTl, DFT ωB97M-V/def2-TZVPD
Tl -1.73 1.11 -0.73
Br -4.64 1.13 -1.94
C -4.87 0.50 -3.77
Br -3.34 -0.39 -4.48
H -5.09 1.37 -4.37
H -5.71 -0.20 -3.75
O -3.72 3.43 2.12
C -2.85 2.87 1.51
O -3.12 2.04 0.51
C -1.38 3.13 1.89
P -0.25 1.86 1.27
C -0.45 0.40 2.30
C -1.54 0.24 3.16
C -1.69 -0.94 3.87
C -0.76 -1.96 3.74
C 0.32 -1.81 2.88
C 0.48 -0.64 2.16
C 1.48 2.35 1.29
C 2.17 2.44 2.50
C 3.49 2.83 2.50
C 4.13 3.12 1.30
C 3.45 3.02 0.10
C 2.12 2.64 0.09
H -1.33 3.26 2.97
H -1.09 4.08 1.44
H -2.28 1.03 3.27
H -2.53 -1.05 4.54
H -0.88 -2.87 4.30
H 1.05 -2.60 2.78
H 1.33 -0.52 1.50
H 1.67 2.20 3.43
H 4.03 2.91 3.44
H 5.17 3.42 1.31
H 3.96 3.25 -0.83
H 1.59 2.55 -0.85
C 2.49 -2.50 -2.09
Si 0.77 -2.82 -2.73
C -0.02 -4.32 -1.95
C 0.70 -2.86 -4.59
C -0.26 -1.35 -2.17
C -1.01 -0.47 -1.79
H 3.17 -3.31 -2.38
H 2.50 -2.44 -1.00
H 2.90 -1.57 -2.49
H 0.41 -5.23 -2.37
H -1.09 -4.34 -2.13
H 0.15 -4.34 -0.87
H 1.24 -3.73 -4.97
H 1.15 -1.97 -5.02
H -0.33 -2.93 -4.95
```

## Properties
Energy above the lowest of the compared OMol25 structures with the same formula, charge and spin, eV: 0.706
Net charge: +1
Maximum force, eV/Å: 0.71
HOMO-LUMO gap, eV: 7.86

***

ORCA calculation (ωB97M-V/def2-TZVPD) on a molecular structure, C47H49BN13P2PbS2 at a distorted geometry.

```
115
C47H49BN13P2PbS2, DFT ωB97M-V/def2-TZVPD
Pb 1.32 0.62 0.35
C 3.59 -1.92 -2.69
C 2.77 -1.82 -1.54
N 3.19 -0.86 -0.75
N 4.25 -0.34 -1.28
C 4.52 -0.94 -2.48
B 4.80 1.03 -0.77
N 4.55 1.18 0.75
C 5.51 1.16 1.70
C 4.90 1.37 2.89
C 3.52 1.39 2.60
N 3.33 1.28 1.28
N 4.00 2.17 -1.47
C 4.35 3.22 -2.37
C 3.12 3.74 -2.80
C 2.16 2.96 -2.18
N 2.68 2.03 -1.45
N 6.28 1.04 -1.11
C 7.12 -0.03 -0.84
C 8.41 0.31 -1.07
C 8.31 1.64 -1.51
N 7.05 2.08 -1.54
H 3.59 -2.74 -3.39
H 1.96 -2.43 -1.24
H 5.30 -0.66 -3.08
H 6.54 1.23 1.39
H 5.31 1.35 3.91
H 2.67 1.38 3.25
H 5.39 3.42 -2.52
H 3.02 4.57 -3.48
H 1.11 3.17 -2.26
H 6.67 -0.94 -0.45
H 9.26 -0.41 -0.93
H 9.11 2.35 -1.71
S -0.12 1.24 2.85
C -0.80 2.79 2.56
C -1.87 3.11 3.44
N -2.72 3.29 4.21
C -0.41 3.70 1.66
S 0.96 3.54 0.57
C -1.22 4.83 1.52
N -2.03 5.66 1.59
C -0.97 0.48 -2.99
N -1.91 0.26 -1.89
P -2.16 1.67 -0.78
C -2.52 2.99 -1.94
C -3.51 3.00 -2.89
C -3.84 4.21 -3.55
C -3.10 5.37 -3.30
C -2.17 5.32 -2.30
C -1.85 4.16 -1.64
C -3.91 1.33 -0.24
C -4.76 0.34 -0.75
C -6.09 0.24 -0.39
C -6.62 1.19 0.47
C -5.79 2.16 1.05
C -4.45 2.21 0.72
P -1.59 -1.37 -1.34
C -2.67 -1.79 0.04
C -2.16 -1.49 1.34
C -2.87 -1.77 2.53
C -4.08 -2.49 2.43
C -4.55 -2.81 1.11
C -3.91 -2.45 -0.06
C -2.43 -2.23 -2.72
C -2.09 -3.61 -2.87
C -2.62 -4.33 -3.92
C -3.58 -3.75 -4.69
C -3.98 -2.44 -4.50
C -3.39 -1.68 -3.53
H -1.22 -0.13 -3.85
H 0.01 0.26 -2.62
H -0.96 1.51 -3.28
H -3.97 2.09 -3.13
H -4.61 4.22 -4.28
H -3.28 6.27 -3.85
H -1.63 6.19 -1.97
H -1.04 4.12 -0.88
H -4.30 -0.34 -1.51
H -6.74 -0.49 -0.81
H -7.62 1.24 0.70
H -6.14 2.86 1.76
H -3.89 2.99 1.24
H -1.22 -1.01 1.46
H -2.45 -1.34 3.45
H -4.74 -2.76 3.26
H -5.49 -3.30 1.09
H -4.36 -2.68 -1.02
H -1.38 -4.11 -2.21
H -2.29 -5.30 -4.11
H -4.08 -4.25 -5.48
H -4.81 -2.08 -5.10
H -3.75 -0.68 -3.31
C 1.43 -1.44 5.15
C 2.15 -2.66 4.51
N 1.40 -3.26 3.41
C 0.67 -4.47 3.73
C -0.40 -4.24 4.78
C 1.30 -2.54 2.28
C 0.70 -3.13 1.02
N 1.86 -1.37 2.08
H 2.15 -0.66 5.29
H 1.00 -1.70 6.11
H 0.67 -0.99 4.50
H 2.27 -3.43 5.26
H 3.11 -2.37 4.04
H 1.39 -5.21 4.09
H 0.34 -4.88 2.82
H 0.04 -4.03 5.76
H -1.02 -5.14 4.96
H -1.07 -3.39 4.57
H -0.28 -3.51 1.23
H 1.32 -3.94 0.71
H 0.75 -2.42 0.22
H 2.31 -1.03 2.93
```

## Properties
Energy above the lowest of the compared OMol25 structures with the same formula, charge and spin, eV: 2.069
Expectation value of S²: 0.774
Maximum force, eV/Å: 4.14
HOMO-LUMO gap (spin up / spin down), eV: 7.55 / 5.18
Multiplicity: 2

***

ORCA calculation (ωB97M-V/def2-TZVPD) on a molecular structure, C18H48BrMnN4O5 at a distorted geometry.

```
77
C18H48BrMnN4O5, DFT ωB97M-V/def2-TZVPD
Mn 4.00 -1.25 -0.70
Br 1.40 -0.15 -0.33
C -1.59 3.73 -1.76
C -0.29 3.43 -2.58
C 0.94 3.88 -1.79
O 2.19 3.66 -2.50
C 2.78 4.72 -3.24
N -0.21 1.99 -2.94
H -2.38 3.36 -2.41
H -1.94 4.75 -1.61
H -1.61 3.27 -0.77
H -0.39 4.01 -3.49
H 0.89 3.46 -0.79
H 0.86 4.97 -1.75
H 3.75 4.46 -3.65
H 2.87 5.53 -2.52
H 2.26 5.17 -4.09
H 0.71 1.84 -3.33
H -0.18 1.50 -2.06
C 0.12 -3.81 -1.94
C -0.98 -3.99 -0.95
C -0.82 -5.03 0.13
O -2.12 -5.02 0.87
C -2.11 -6.15 1.82
N -1.24 -2.65 -0.42
H 1.12 -3.72 -1.53
H -0.10 -3.03 -2.67
H 0.05 -4.73 -2.53
H -1.92 -4.18 -1.47
H 0.03 -4.76 0.76
H -0.67 -6.04 -0.25
H -1.31 -5.97 2.53
H -2.04 -7.05 1.22
H -3.09 -6.18 2.29
H -1.53 -2.25 -1.29
H -0.29 -2.36 -0.22
C 5.38 2.96 -0.82
C 5.36 1.40 -0.56
C 4.75 1.10 0.80
O 4.77 -0.34 1.10
C 4.17 -0.54 2.40
N 4.65 0.59 -1.63
H 4.36 3.29 -1.02
H 6.06 3.20 -1.63
H 5.69 3.50 0.07
H 6.37 1.02 -0.44
H 3.89 1.75 0.93
H 5.43 1.65 1.47
H 3.09 -0.52 2.50
H 4.56 0.18 3.12
H 4.45 -1.51 2.81
H 5.04 0.79 -2.54
H 3.76 1.05 -1.73
C -6.57 2.19 1.15
O -5.67 1.85 0.13
C -4.39 1.37 0.54
C -4.55 -0.18 0.88
N -3.22 -0.79 0.92
C -2.67 -0.41 2.32
C -1.29 -1.02 2.51
O -1.40 -2.40 2.35
C -0.31 -3.20 2.87
H -6.33 3.17 1.56
H -6.64 1.54 2.01
H -7.55 2.33 0.68
H -3.85 2.04 1.21
H -3.79 1.34 -0.37
H -5.15 -0.65 0.10
H -5.03 -0.37 1.84
H -2.82 -0.13 0.27
H -3.37 -0.66 3.12
H -2.54 0.67 2.43
H -1.00 -0.79 3.54
H -0.56 -0.49 1.91
H -0.50 -4.26 2.68
H -0.44 -3.18 3.95
H 0.71 -2.98 2.55
```

## Properties
Expectation value of S²: 12.011
Net charge: +2
Maximum force, eV/Å: 4.03
HOMO-LUMO gap (spin up / spin down), eV: 5.80 / 4.55
Multiplicity: 7

***

ORCA calculation (ωB97M-V/def2-TZVPD) on C16H17BrN4O4S in the gas phase.

```
43
C16H17BrN4O4S, DFT ωB97M-V/def2-TZVPD
C 3.24 3.40 -2.53
C 2.28 3.56 -1.38
O 2.41 4.43 -0.55
C 1.17 2.57 -1.29
C 0.94 1.58 -2.25
C -0.07 0.66 -2.07
C -0.87 0.70 -0.93
N -1.88 -0.23 -0.69
C -2.21 -1.35 -1.40
O -1.66 -1.70 -2.42
C -3.33 -2.14 -0.75
C -2.76 -3.01 0.37
N -2.17 -2.21 1.43
S -0.69 -2.70 2.06
O -0.26 -3.89 1.40
O -0.85 -2.70 3.50
C 0.42 -1.38 1.63
C 1.21 -1.51 0.51
C 2.13 -0.51 0.24
Br 3.26 -0.62 -1.26
C 2.24 0.57 1.11
N 1.48 0.69 2.18
C 0.57 -0.25 2.46
N -0.23 -0.04 3.53
C -0.67 1.71 0.01
C 0.34 2.63 -0.17
H 4.03 4.14 -2.45
H 2.72 3.53 -3.48
H 3.68 2.40 -2.52
H 1.55 1.52 -3.13
H -0.23 -0.11 -2.81
H -2.36 -0.10 0.19
H -3.78 -2.78 -1.50
H -4.10 -1.47 -0.35
H -1.96 -3.64 -0.02
H -3.55 -3.67 0.76
H -2.80 -1.99 2.18
H 1.11 -2.38 -0.11
H 2.97 1.35 0.96
H 0.08 0.69 4.16
H -0.66 -0.87 3.93
H -1.29 1.75 0.89
H 0.52 3.40 0.56
```

## Properties
Energy above the lowest of the compared OMol25 structures with the same formula, charge and spin, eV: 0.000
Maximum force, eV/Å: 0.95
HOMO-LUMO gap, eV: 8.95

***

ORCA calculation (ωB97M-V/def2-TZVPD) on 5 unconnected molecules or ions with the total composition C24H52O15.

```
91
C24H52O15, DFT ωB97M-V/def2-TZVPD
O 0.41 0.98 0.25
C 0.50 1.45 -0.85
O 1.11 0.74 -1.84
C 0.07 2.85 -1.22
C -1.16 3.34 -0.45
C -2.26 3.83 -1.38
O -3.06 4.82 -0.71
C -4.22 4.48 -0.12
O -4.67 5.09 0.80
O -4.79 3.39 -0.68
C -6.22 3.41 -0.72
C -6.69 2.07 -1.26
C -6.11 0.94 -0.45
O -6.55 0.55 0.59
O -5.00 0.41 -1.02
H 0.67 0.88 -2.68
H -0.08 2.91 -2.30
H 0.93 3.49 -1.00
H -1.53 2.56 0.22
H -0.88 4.18 0.19
H -1.83 4.34 -2.24
H -2.88 3.02 -1.74
H -6.55 4.22 -1.37
H -6.62 3.58 0.28
H -6.42 1.96 -2.31
H -7.77 2.03 -1.14
H -4.77 -0.38 -0.51
C 0.01 -4.78 -0.72
O 0.61 -3.53 -0.99
C 0.19 -2.49 -0.13
C 1.20 -2.20 0.96
O 1.34 -3.29 1.85
C 2.49 -4.07 1.63
H 0.51 -5.53 -1.32
H 0.10 -5.04 0.34
H -1.05 -4.77 -0.99
H -0.78 -2.74 0.33
H 0.05 -1.58 -0.73
H 0.86 -1.33 1.53
H 2.17 -1.94 0.51
H 3.40 -3.53 1.92
H 2.57 -4.37 0.58
H 2.41 -4.96 2.25
C 3.64 0.77 2.51
O 4.73 1.48 1.95
C 5.96 1.26 2.62
C 6.84 0.29 1.86
O 6.28 -1.01 1.81
C 5.65 -1.32 0.58
H 2.80 0.86 1.82
H 3.88 -0.29 2.66
H 3.35 1.21 3.47
H 5.78 0.89 3.63
H 6.48 2.22 2.69
H 7.81 0.22 2.37
H 7.01 0.66 0.85
H 6.39 -1.43 -0.22
H 4.93 -0.54 0.30
H 5.13 -2.26 0.71
C -1.22 6.55 1.89
O -0.09 6.59 1.04
C 0.10 7.84 0.40
C 1.18 8.66 1.07
O 0.82 9.04 2.39
C 1.42 8.25 3.40
H -1.17 5.61 2.44
H -1.22 7.38 2.60
H -2.15 6.56 1.30
H -0.84 8.41 0.39
H 0.39 7.66 -0.63
H 1.35 9.57 0.50
H 2.12 8.09 1.09
H 2.49 8.45 3.47
H 1.26 7.18 3.22
H 0.95 8.52 4.34
C -2.89 -10.16 -2.52
O -1.76 -10.10 -3.38
C -1.60 -8.84 -4.02
C -0.54 -8.00 -3.35
O -0.91 -7.62 -2.04
C -0.28 -8.38 -1.03
H -2.82 -11.10 -1.97
H -2.90 -9.33 -1.81
H -3.82 -10.16 -3.10
H -2.55 -8.30 -4.03
H -1.31 -9.03 -5.06
H -0.39 -7.09 -3.94
H 0.41 -8.55 -3.34
H 0.78 -8.15 -0.96
H -0.40 -9.46 -1.20
H -0.76 -8.12 -0.08
```

## Properties
Energy above the lowest of the compared OMol25 structures with the same formula, charge and spin, eV: 2.273
Maximum force, eV/Å: 0.44
HOMO-LUMO gap, eV: 9.07

***

ORCA calculation (ωB97M-V/def2-TZVPD) on a molecular structure, C15H32Cl26Li2O2 at a distorted geometry.

```
77
C15H32Cl26Li2O2, DFT ωB97M-V/def2-TZVPD
Li 12.60 9.28 13.79
Li 10.53 9.20 13.08
C 10.71 10.85 15.63
O 11.23 9.95 14.76
H 11.26 11.84 15.62
H 9.59 10.99 15.55
H 10.75 10.40 16.66
C 12.11 7.50 11.45
O 11.92 8.43 12.48
H 11.99 6.44 11.86
H 11.38 7.48 10.56
H 13.11 7.54 11.00
C 10.39 12.98 19.07
Cl 11.95 13.09 18.21
Cl 8.96 13.71 18.26
H 10.17 11.94 19.32
H 10.57 13.66 19.90
C 6.86 11.92 15.86
Cl 5.73 13.14 16.40
Cl 6.27 10.64 14.79
H 7.69 12.40 15.37
H 7.18 11.29 16.67
C 7.26 9.49 11.57
Cl 7.08 10.33 10.07
Cl 8.75 8.43 11.50
H 7.44 10.21 12.45
H 6.42 8.84 11.84
C 14.13 12.55 13.46
Cl 13.55 11.14 12.54
Cl 15.86 12.88 13.43
H 13.71 13.50 13.04
H 13.70 12.43 14.47
C 15.19 6.56 14.28
Cl 16.82 5.90 14.23
Cl 15.09 8.16 13.49
H 14.58 5.88 13.65
H 14.82 6.46 15.31
C 9.72 6.72 14.89
Cl 8.59 8.09 14.86
Cl 9.53 5.53 16.14
H 9.75 6.19 13.91
H 10.68 7.22 14.98
C 11.99 10.41 9.15
Cl 13.36 11.47 9.11
Cl 10.55 11.31 9.33
H 11.96 9.94 8.21
H 12.01 9.73 9.95
C 8.87 8.81 18.69
Cl 7.37 9.68 19.00
Cl 10.06 9.32 19.80
H 8.66 7.76 18.81
H 9.13 9.04 17.72
C 13.96 16.70 10.20
Cl 13.17 17.06 11.74
Cl 13.57 15.06 9.60
H 13.64 17.37 9.48
H 15.04 16.67 10.32
C 8.90 13.30 11.77
Cl 9.60 12.29 13.02
Cl 10.22 14.23 11.09
H 8.48 12.65 11.03
H 8.20 14.00 12.24
C 10.16 14.88 15.09
Cl 11.30 16.09 15.64
Cl 8.46 15.35 15.07
H 10.32 14.70 14.08
H 10.15 13.95 15.60
C 17.02 11.09 10.53
Cl 17.77 9.50 10.09
Cl 17.88 12.48 9.90
H 15.98 11.01 10.19
H 17.07 11.23 11.66
C 13.57 9.74 17.53
Cl 15.12 10.20 16.73
Cl 12.84 8.25 16.94
H 13.85 9.57 18.58
H 12.78 10.47 17.50
```

## Properties
Maximum force, eV/Å: 2.38
HOMO-LUMO gap, eV: 8.88

***

Q: Which of these has the highest maximum force?
A: C47H49BN13P2PbS2